# C26H30NO

2 unconnected molecules or ions with the total composition C26H30NO (the ωB97M-V functional and the def2-TZVPD basis, OMol25).

Atoms and positions in Å:
C1 -2.84343 7.12146 -1.30188
C2 -2.06372 6.52542 -2.30419
C3 -2.07515 5.13796 -2.48581
C4 -2.86084 4.35315 -1.64333
O1 -2.78598 2.95226 -1.69501
C5 -1.61883 2.32370 -1.27969
C6 -1.62890 1.68473 -0.02895
C7 -0.48095 1.08198 0.43378
C8 0.69540 0.99764 -0.35973
C9 1.79576 0.32026 0.22562
C10 3.15146 0.35808 -0.15884
C11 4.05270 -0.35101 0.68713
C12 5.39356 -0.48221 0.36067
C13 5.88445 0.08001 -0.83267
C14 5.03695 0.85911 -1.63732
C15 3.70895 1.06908 -1.27024
C16 0.63636 1.56760 -1.66307
C17 -0.48076 2.27355 -2.08959
C18 -3.69992 4.93408 -0.68694
C19 -3.65145 6.31458 -0.48821
H1 -2.81010 8.20288 -1.14624
H2 -1.42985 7.13537 -2.94711
H3 -1.46735 4.65928 -3.25210
H4 -2.53930 1.69144 0.57421
H5 -0.45780 0.66219 1.44639
H6 1.58066 -0.22862 1.14643
H7 3.66241 -0.75877 1.62561
H8 6.06333 -1.03048 1.02827
H9 6.91530 -0.07844 -1.13308
H10 5.41303 1.32398 -2.55387
H11 3.12421 1.81106 -1.80780
H12 1.46578 1.43992 -2.35545
H13 -0.47405 2.76223 -3.06426
H14 -4.33629 4.29735 -0.07091
H15 -4.24671 6.76509 0.30812
C20 -2.93480 -4.15211 2.24203
C21 -1.87677 -3.18280 1.70751
C22 -2.49585 -2.19723 0.71607
C23 -0.66628 -3.89164 1.07455
C24 -0.03842 -5.03872 1.89161
C25 1.42512 -5.10468 1.42314
C26 1.70970 -3.74597 0.74934
N1 0.44724 -2.97988 0.80786
H16 -3.38009 -4.74435 1.43197
H17 -2.52107 -4.84296 2.98244
H18 -3.75128 -3.60330 2.72765
H19 -1.47949 -2.61903 2.57041
H20 -2.90994 -2.72565 -0.15426
H21 -3.31255 -1.63166 1.18179
H22 -1.76052 -1.47312 0.35407
H23 -1.01660 -4.32595 0.10165
H24 -0.05374 -4.77792 2.95669
H25 -0.56507 -5.99069 1.76384
H26 2.10327 -5.26741 2.26459
H27 1.57747 -5.92130 0.70288
H28 2.50309 -3.19206 1.27409
H29 2.05896 -3.91080 -0.29357
H30 0.30869 -2.45668 -0.05623

Summary:
HOMO-LUMO gap, eV: 5.40
LUMO, eV: -5.7
Largest force on an atom, eV/A: 1.3
Net charge: +1
Molecular weight, g mol⁻¹: 372.5
Total energy, Eh: -1138.448099

Atomic partial charges in e from the Löwdin method, atoms 1 to 4: -0.0737 -0.0658 -0.0152 -0.2416